{
  "formula": "C22H53ClNdOP2",
  "method": "wB97M-V/def2-TZVPD",
  "spin_multiplicity": 4,
  "lumo_energy_ev": [2.69, 2.69],
  "energy_ev": -72098.903,
  "charge": -1,
  "elements": ["Nd", "Cl", "P", "C", "C", "C", "C", "H", "C", "H", "H", "H", "H", "H", "H", "H", "C", "C", "H", "H", "H", "H", "H", "H", "C", "H", "C", "H", "H", "H", "H", "H", "H", "H", "H", "P", "C", "C", "C", "C", "H", "C", "H", "H", "H", "H", "H", "H", "H", "C", "C", "H", "H", "H", "H", "H", "H", "C", "H", "C", "H", "H", "H", "H", "H", "H", "C", "C", "C", "C", "O", "H", "H", "H", "H", "H", "H", "H", "H", "H"],
  "xyz": [[-0.733, 0.394, -0.732], [0.530, -1.724, 0.119], [-0.392, -0.798, -3.518], [-1.097, -2.459, -3.996], [-1.380, 0.498, -4.448], [1.313, -0.818, -4.239], [-2.011, -2.974, -2.874], [-0.204, -3.110, -4.026], [-1.799, -2.530, -5.357], [-2.724, -1.938, -5.372], [-2.075, -3.578, -5.556], [-1.158, -2.192, -6.180], [-1.491, -3.036, -1.912], [-2.381, -3.978, -3.136], [-2.882, -2.326, -2.725], [1.672, -1.824, -3.960], [2.214, 0.213, -3.554], [1.373, -0.684, -5.763], [1.012, -1.585, -6.265], [2.416, -0.525, -6.068], [0.794, 0.172, -6.128], [2.249, 0.104, -2.467], [1.889, 1.239, -3.769], [3.239, 0.108, -3.936], [-2.845, 0.499, -3.970], [-1.351, 0.171, -5.501], [-0.729, 1.888, -4.344], [-3.353, -0.456, -4.165], [-3.395, 1.287, -4.509], [-2.957, 0.699, -2.887], [-0.480, 2.188, -3.304], [-1.431, 2.639, -4.739], [0.197, 1.962, -4.934], [-2.424, -0.640, -0.781], [1.021, 1.280, -0.950], [1.205, -1.268, 3.570], [2.942, -1.791, 3.642], [0.911, 0.380, 4.334], [-0.026, -2.522, 4.021], [3.706, -1.226, 2.425], [2.876, -2.890, 3.533], [3.616, -1.472, 4.972], [3.686, -0.392, 5.152], [4.633, -1.881, 4.936], [3.090, -1.934, 5.815], [3.105, -1.312, 1.510], [4.634, -1.793, 2.282], [3.982, -0.176, 2.575], [0.359, -3.446, 3.553], [-1.390, -2.202, 3.365], [-0.075, -2.732, 5.535], [0.874, -3.126, 5.920], [-0.857, -3.464, 5.766], [-0.298, -1.802, 6.074], [-1.271, -1.603, 2.447], [-2.058, -1.679, 4.058], [-1.882, -3.136, 3.062], [1.759, 1.456, 3.642], [1.260, 0.217, 5.369], [-0.567, 0.803, 4.357], [2.841, 1.271, 3.748], [1.549, 2.436, 4.101], [1.525, 1.537, 2.564], [-0.972, 0.899, 3.336], [-0.646, 1.789, 4.839], [-1.203, 0.112, 4.934], [0.040, 3.946, 0.216], [-1.260, 3.351, 0.766], [-1.498, 3.826, 2.197], [-2.410, 3.805, -0.144], [-1.169, 1.936, 0.747], [0.017, 5.043, 0.217], [0.195, 3.615, -0.823], [0.905, 3.608, 0.796], [-1.610, 4.917, 2.222], [-2.412, 3.387, 2.615], [-0.654, 3.572, 2.853], [-2.173, 3.593, -1.198], [-3.345, 3.292, 0.102], [-2.564, 4.887, -0.055]],
  "forces_ev_per_a": [[0.2, -0.1, 1.9], [0.2, -0.5, -0.2], [-0.2, 0.4, 0.4], [0.0, 0.0, 0.0], [0.3, -0.7, -0.5], [0.0, -0.1, -0.2], [-0.1, -0.2, -0.1], [-0.3, 0.2, 0.0], [0.0, -0.2, -0.1], [0.3, -0.2, 0.0], [0.0, 0.3, 0.0], [-0.1, 0.0, 0.1], [-0.1, 0.1, -0.2], [0.1, 0.1, 0.0], [0.2, 0.0, 0.0], [-0.1, 0.3, 0.0], [0.3, 0.0, -0.1], [0.2, 0.0, -0.1], [0.0, 0.1, 0.0], [-0.2, -0.1, 0.0], [0.1, -0.1, 0.1], [-0.2, 0.0, -0.1], [0.1, -0.2, 0.1], [-0.1, 0.0, 0.0], [0.0, 0.2, 0.1], [-0.2, 0.4, 0.1], [-0.2, 0.2, 0.1], [0.2, 0.3, 0.1], [0.1, -0.2, 0.1], [0.1, -0.2, -0.4], [-0.1, -0.2, -0.4], [0.2, -0.1, 0.1], [-0.3, -0.1, 0.2], [-1.7, -0.8, -0.4], [1.5, 0.9, -0.8], [-1.0, 1.3, -3.8], [-0.1, -0.1, 0.7], [0.3, -0.6, 1.3], [0.4, -0.1, 0.8], [0.0, -0.3, 0.1], [0.0, 0.3, 0.0], [0.6, -0.4, -0.1], [0.0, -0.2, -0.1], [0.1, 0.2, 0.3], [0.1, 0.1, -0.1], [0.1, 0.1, 0.3], [0.0, 0.1, 0.0], [-0.1, -0.2, 0.0], [0.0, 0.4, 0.1], [0.0, -0.1, -0.1], [-0.6, -0.5, 0.1], [-0.1, 0.1, -0.1], [0.0, 0.0, 0.3], [0.0, -0.1, -0.1], [0.0, -0.2, 0.4], [0.1, 0.0, -0.1], [0.0, 0.1, 0.2], [0.2, 0.1, -0.1], [-0.1, 0.8, 0.1], [0.0, -0.1, 0.0], [-0.4, 0.0, -0.1], [0.1, -0.2, -0.1], [0.0, -0.2, 0.4], [0.1, -0.1, 0.3], [0.0, -0.2, -0.1], [0.3, 0.2, -0.2], [0.1, 0.2, -0.2], [0.2, -0.9, -0.1], [-0.1, 0.3, 0.2], [-0.1, 0.1, 0.0], [-0.2, 1.0, -0.2], [0.0, 0.0, 0.1], [0.0, 0.0, 0.4], [-0.2, 0.0, -0.1], [0.0, 0.0, 0.0], [0.2, 0.0, -0.1], [-0.2, -0.1, -0.2], [0.0, 0.0, 0.2], [0.1, 0.0, 0.1], [0.0, -0.1, -0.1]],
  "mulliken_spin": [3.039, -0.006, 0.005, -0.002, 0.000, -0.002, -0.001, 0.000, 0.000, 0.000, 0.000, 0.000, 0.000, 0.000, 0.001, 0.000, 0.002, 0.000, 0.000, 0.000, 0.000, -0.001, 0.001, 0.000, 0.002, -0.001, 0.007, 0.001, 0.000, -0.002, -0.005, 0.000, 0.000, -0.017, -0.021, 0.001, 0.000, -0.001, 0.000, 0.000, 0.000, 0.000, 0.000, 0.000, 0.000, 0.000, 0.000, 0.000, 0.000, -0.001, 0.000, 0.000, 0.000, 0.000, 0.000, 0.000, 0.000, 0.003, 0.000, 0.000, 0.000, 0.000, -0.003, 0.000, 0.000, 0.000, 0.002, -0.003, -0.001, 0.003, 0.003, 0.000, -0.003, 0.001, 0.000, 0.000, 0.000, -0.001, -0.001, 0.000]
}